1.
Computed, not measured: the molecule C4H10OS, with ωB97M-V with the def2-TZVPD basis set.

## Properties
**LUMO**: 0.876 eV
**SMILES**: C[C@H](S)[C@@H](C)O
**Orbital gap**: 9.9326 eV

Geometry as XYZ:
```
16
Properties=species:S:1:pos:R:3:mulliken_charge:R:1
H -0.568 2.262 0.475 0.35
C 0.198 -0.600 -0.019 -0.05
H 0.004 -2.675 0.287 0.38
H 0.907 -0.905 -0.745 0.36
H -1.423 0.723 -2.473 0.31
C -0.573 -1.845 0.415 -1.20
C -0.806 0.460 -0.681 0.19
H 0.580 -0.543 2.413 0.13
C -0.336 1.908 -0.530 -1.38
H -0.855 2.507 -1.252 0.45
O -0.905 -0.037 -2.054 -0.54
H -1.219 -1.747 1.430 0.32
H -1.804 0.331 -0.296 0.31
S 1.329 0.034 1.416 -0.24
H 0.753 1.977 -0.768 0.31
H -1.302 -1.717 -0.396 0.29
```


2.
Computed, not measured: the molecule C3H8N2S, with ωB97M-V with the def2-TZVPD basis set.

## Properties
**LUMO**: 0.776 eV
**SMILES**: [H]/N=C(\N)CCS
**Orbital gap**: 9.6086 eV

Geometry as XYZ:
```
14
Properties=species:S:1:pos:R:3:mulliken_charge:R:1
H 0.492 -1.781 0.579 0.29
N 1.395 -0.308 -1.452 -0.63
H 1.596 0.417 -2.149 0.28
H 0.430 -0.228 1.775 0.28
H -1.910 1.694 0.874 0.14
N 1.059 1.400 0.123 -0.61
C -1.308 -0.560 0.700 -0.73
H 0.708 -0.831 -1.961 0.25
S -2.004 0.844 -0.165 -0.24
C 0.232 -0.689 0.766 -0.35
H -1.693 -0.633 1.661 0.41
H -1.660 -1.402 0.023 0.26
C 0.897 0.179 -0.249 0.45
H 1.765 1.898 -0.526 0.20
```


3.
Computed, not measured: a structure of composition C30H45BrN4OP2Zn, with ωB97M-V with the def2-TZVPD basis set.

## Properties
**LUMO (spin up / spin down)**: -7.127 / -7.609 eV
**Orbital gap (spin up / spin down)**: 4.9928 / 4.5103 eV
**Net charge**: +2

Geometry as XYZ:
```
84
Properties=species:S:1:pos:R:3:mulliken_charge:R:1
C -0.492 5.312 -0.567 -1.31
H 2.397 5.412 0.424 0.33
C 4.662 0.236 -1.238 0.51
N -2.418 -2.764 1.443 0.15
H 3.564 4.097 0.671 0.32
H -3.476 -1.825 -10.493 0.38
H 2.336 3.584 -3.771 0.43
H 0.267 5.694 -1.255 0.25
H 5.203 -4.345 -0.411 0.34
C 1.525 3.589 1.250 -0.58
H -1.362 3.431 0.091 0.48
C 4.127 -2.461 -0.345 -0.07
C -2.373 -1.792 -8.623 -0.40
N -2.017 -0.983 -0.072 -0.21
C 0.991 -1.488 -3.596 -0.67
C -3.006 -0.317 0.495 0.96
C -1.698 -2.250 0.327 0.19
H 1.329 4.756 -2.910 0.36
H -1.859 -4.779 1.239 0.31
H 3.754 -1.769 0.428 0.27
C 1.296 -1.013 -2.313 -0.33
C -0.886 -1.827 -6.628 0.62
P 5.114 -1.520 -1.609 -0.29
H 0.679 4.061 1.773 0.61
H 1.748 -2.035 -4.146 0.50
H 2.532 2.138 -1.854 -0.78
C 2.104 3.136 -1.668 0.81
H -1.208 -3.963 2.705 0.29
C -0.232 -1.642 -10.325 -0.31
P 0.906 2.859 -0.307 0.48
H 3.877 0.265 -0.459 -0.03
H -0.754 1.701 -2.156 0.75
C 0.637 0.107 -1.744 0.26
C -2.071 -4.052 2.027 -0.89
O -0.853 -2.945 -0.236 -0.67
H -1.022 3.513 -1.640 0.48
H 2.029 -1.551 -1.678 0.11
H -1.443 5.778 -0.842 0.42
C -3.518 -2.133 1.908 0.03
H 5.053 -2.301 -5.269 0.40
H -2.644 1.361 -0.622 0.10
C -0.635 3.802 -0.653 -0.58
H 0.680 3.154 -3.352 0.26
H 5.831 -0.835 -4.685 0.33
Zn -0.408 -3.117 -3.929 -0.06
H 1.837 2.725 1.863 0.48
N -3.191 0.972 0.142 -0.30
C -1.078 -1.753 -8.039 0.58
C -3.880 -0.911 1.435 -1.13
C -0.761 0.211 -3.746 -1.67
C -0.328 0.776 -2.522 -0.08
C -2.497 -1.777 -10.020 -0.33
H 1.050 -1.563 -8.608 0.40
Br 0.594 0.004 0.096 0.03
C 4.431 -1.749 -3.283 0.24
H -4.092 -2.674 2.655 0.35
H 3.830 -2.665 -3.249 0.41
H 3.252 -2.940 -0.813 0.22
C 1.568 3.689 -2.991 -1.44
H -0.249 5.639 0.446 0.35
H 0.591 -1.584 -11.037 0.38
C -0.105 -0.877 -4.307 1.36
H 6.774 0.765 -1.428 0.41
C 2.668 4.578 1.083 -1.31
H 2.939 3.756 -1.307 0.50
H 6.077 -3.054 0.416 0.38
H 6.118 0.981 0.212 0.36
H -3.281 -1.827 -8.024 0.42
H 3.772 -0.894 -3.473 -0.08
H 6.359 -2.411 -4.076 0.37
N -1.458 -1.703 -10.853 -0.49
H 4.226 0.634 -2.165 0.05
C 5.887 1.069 -0.855 -1.46
C -0.621 -1.765 -5.392 -0.70
C 5.488 -1.829 -4.386 -1.47
H 4.734 -3.871 1.224 0.39
H 5.705 2.128 -1.075 0.33
H 2.949 5.011 2.051 0.40
H -1.613 0.665 -4.286 0.49
C 5.085 -3.496 0.263 -1.39
H -4.783 -0.398 1.747 0.36
C 0.016 -1.646 -8.946 -0.48
H -4.004 1.485 0.462 0.22
H -2.936 -4.396 2.608 0.31
```


4.
Computed, not measured: a cluster of 2 separate species, C5H10NO in total, with ωB97M-V with the def2-TZVPD basis set.

## Properties
**⟨S²⟩**: 2.007
**LUMO (spin up / spin down)**: -2.635 / -10.653 eV
**Orbital gap (spin up / spin down)**: 9.0058 / 5.5674 eV
**Multiplicity**: 3
**Net charge**: +1

Geometry as XYZ:
```
17
Properties=species:S:1:pos:R:3:mulliken_charge:R:1
C -1.532 1.962 0.161 -1.07
C 0.458 -1.155 0.119 0.19
N 2.761 0.726 -0.415 -0.35
H -2.410 2.172 0.794 0.33
H 4.452 2.073 -0.932 0.35
O -0.046 0.184 0.132 -0.03
H 1.063 -1.141 -0.886 0.35
H -0.276 -3.133 0.148 0.44
C 3.712 1.328 -0.672 -0.02
H -1.109 -2.154 1.069 0.57
H 1.066 -1.257 1.013 0.33
H -1.951 1.808 -0.879 0.34
C -1.218 0.493 0.376 -0.15
C -0.702 -2.185 0.156 -1.69
H -2.038 -0.160 0.518 0.55
H -1.442 -2.138 -0.637 0.43
H -0.788 2.575 -0.065 0.41
```


5.
Computed, not measured: a cluster of 9 separate species, C18H33Cl6N6 in total, with ωB97M-V with the def2-TZVPD basis set.

## Properties
**LUMO**: 0.647 eV
**Orbital gap**: 0.1897 eV
**Net charge**: -3

Geometry as XYZ:
```
63
Properties=species:S:1:pos:R:3:mulliken_charge:R:1
H -19.876 -0.015 0.219 0.33
Cl -21.746 3.738 -11.250 -1.00
C -18.384 -8.049 -2.640 -0.58
H -17.427 -8.548 -2.791 0.45
H -18.984 -9.568 -1.214 0.32
C -20.660 -2.101 0.495 -1.41
H -20.230 -8.436 -1.469 0.36
H -22.106 1.563 -4.709 0.36
C -15.794 -3.261 8.412 -1.27
H -20.436 -6.202 -3.590 0.47
N -19.998 -8.641 -5.876 0.06
H -19.172 1.495 6.931 0.36
Cl -13.976 -3.817 1.940 -1.00
C -15.741 0.435 8.879 -0.27
C -20.354 -9.341 -7.133 -0.86
C -16.484 1.133 7.903 -0.47
H -14.933 -2.030 10.055 0.34
C -17.196 -0.885 7.856 -0.30
C -20.055 -0.980 -0.256 -0.19
H -21.469 -7.223 -6.047 0.43
H -23.090 2.593 -3.695 0.32
C -22.147 2.048 -3.733 -0.73
H -20.720 -8.691 -7.928 0.32
C -22.772 -0.202 -2.675 -0.69
C -18.471 0.819 6.442 -0.84
N -20.976 -0.494 -1.305 0.19
Cl -25.926 -4.821 2.696 -1.00
H -19.928 -2.251 1.289 0.40
H -17.868 -1.719 7.716 0.37
C -20.670 -7.525 -5.386 -0.32
H -19.076 0.086 5.906 0.34
C -20.819 0.725 -2.002 -0.24
H -18.752 -8.184 -0.408 0.36
H -19.067 -1.185 -0.670 0.34
C -19.073 -8.971 -4.953 -0.04
H -20.015 1.430 -1.844 0.35
H -14.917 0.771 9.491 0.41
C -15.845 -2.164 9.474 -0.13
H -20.732 -3.000 -0.117 0.34
C -19.146 -8.502 -1.373 -1.07
N -21.951 0.905 -2.789 0.08
Cl -18.028 7.214 -6.658 -1.00
C -20.204 -7.125 -4.100 -0.47
N -17.464 0.369 7.411 0.17
C -22.182 -1.041 -1.721 -0.16
N -16.264 -0.920 8.886 0.19
H -21.229 -9.931 -6.861 0.42
H -15.686 -4.263 8.826 0.37
H -22.548 -1.979 -1.331 0.49
Cl -29.153 -2.512 -2.569 -1.00
H -17.996 1.416 5.663 0.36
H -19.753 -10.222 -7.357 0.33
H -18.365 -9.773 -4.809 0.37
H -21.563 -1.759 1.001 0.44
H -16.757 -2.408 10.018 0.23
Cl -27.151 2.361 -7.968 -1.00
H -14.999 -3.126 7.678 0.37
H -21.368 2.781 -3.523 0.28
H -18.162 -6.991 -2.501 0.32
N -19.131 -8.028 -3.898 0.13
H -16.676 -3.388 7.783 0.36
H -16.588 2.195 7.739 0.41
H -23.701 -0.324 -3.211 0.50
```


6.
Computed, not measured: a structure of composition C3H2N2, with ωB97M-V with the def2-TZVPD basis set.

## Properties
**LUMO**: -1.214 eV
**Orbital gap**: 11.0145 eV

Geometry as XYZ:
```
7
Properties=species:S:1:pos:R:3:mulliken_charge:R:1
C -0.047 0.668 0.241 -0.36
C -1.292 0.065 -0.023 0.31
N -2.282 -0.472 -0.241 -0.28
C 1.208 -0.854 -0.225 0.08
N 1.929 -1.633 -0.625 -0.30
H 0.286 1.449 -0.420 0.28
H 0.198 0.778 1.292 0.26
```


What strongest force on any atom values result from the calculations? In sequence: 5.00; 3.80; 4.13; 12.17; 6.68; 6.32 eV Å⁻¹.
What energy above the lowest of the compared OMol25 structures with the same formula, charge and spin values result from the calculations? In sequence: 106.9; 139.5; 0.0; 485.0; 237.4; 202.5 kJ/mol.